{
  "formula": "C23H29BN4O4OsS",
  "method": "wB97M-V/def2-TZVPD",
  "elements": ["Os", "S", "O", "O", "O", "O", "N", "N", "N", "N", "C", "C", "C", "C", "C", "C", "C", "C", "C", "C", "C", "C", "C", "C", "C", "C", "C", "C", "C", "C", "C", "C", "C", "B", "H", "H", "H", "H", "H", "H", "H", "H", "H", "H", "H", "H", "H", "H", "H", "H", "H", "H", "H", "H", "H", "H", "H", "H", "H", "H", "H", "H", "H"],
  "positions_angstrom": [[1.128097, 0.141613, 0.366240], [-0.999203, 2.608113, -2.820960], [-2.856503, -5.219387, -4.355360], [1.099497, -1.648887, -1.218460], [-4.069303, -3.516587, -3.437060], [-0.684403, -0.983987, -0.163560], [0.424797, 1.419913, -1.083560], [2.931197, 0.610713, 0.062240], [-0.371903, 2.243013, -0.383360], [0.895297, 0.707513, -3.265360], [-0.164503, -3.832287, -2.331960], [-0.134403, -1.758087, -0.998960], [-0.936803, 0.117813, 3.268940], [0.817997, -1.328787, 2.485640], [-0.740703, -4.743487, -3.197960], [-0.891703, -2.759087, -1.788060], [-2.069303, -4.533087, -3.524860], [1.735497, -0.258987, 2.568740], [2.522297, 2.313713, 4.749240], [-3.467403, 3.850613, -1.362760], [-2.246303, -2.573287, -2.075860], [-2.815803, -3.467087, -2.957060], [1.870697, 3.419513, 2.568240], [-1.478903, -2.296687, 2.830340], [-0.527203, -1.153287, 2.850340], [1.302597, 1.020713, 3.015740], [-0.049203, 1.177113, 3.342340], [4.007697, 0.587413, -0.410160], [2.307097, 2.116913, 3.240140], [0.229497, 1.456513, -2.392060], [-2.145803, 3.936113, -0.601060], [-1.172903, 2.944213, -1.094360], [-4.130103, -4.622887, -4.310260], [5.340997, 0.507313, -1.084860], [-1.901503, -2.412487, 1.829540], [-2.294903, 3.776313, 0.466940], [1.641597, 3.238613, 1.516440], [-2.300603, -2.124987, 3.520740], [2.804797, -0.473887, 2.558340], [5.239897, -0.376287, -1.877260], [3.263097, 1.804613, 2.804640], [0.728497, 0.790513, -4.255560], [-0.397003, 2.125513, 3.721940], [-4.426803, -4.291287, -5.318960], [-0.187203, -5.570687, -3.611860], [-4.868803, -5.355587, -3.942660], [-4.182803, 4.549513, -0.940160], [-0.976103, -3.225987, 3.089740], [2.864597, 1.393713, 5.216840], [-1.954203, 0.256513, 3.604440], [2.670697, 4.150613, 2.633540], [3.276697, 3.079213, 4.906440], [1.606797, 2.629313, 5.240740], [0.871797, -3.945987, -2.052160], [1.541297, 0.008813, -2.925160], [-1.711103, 4.931913, -0.730160], [-3.320603, 4.108413, -2.410460], [-3.890103, 2.849513, -1.292660], [5.623597, 1.534313, -1.618760], [1.187697, -2.333687, 2.309240], [-2.816103, -1.766987, -1.646160], [0.995197, 3.842413, 3.052540], [6.250697, 0.325113, -0.340360]],
  "atomic_forces_ev_per_a": [[-1.1, -0.8, 0.1], [0.4, -0.2, 0.3], [1.1, 0.3, 0.7], [-0.5, -0.4, -0.3], [1.1, 0.4, 0.7], [-0.3, 0.4, 0.4], [0.3, -0.6, -0.6], [0.6, 0.3, 0.1], [-0.9, 0.9, 0.8], [0.0, -0.2, -0.1], [0.0, -1.0, -0.6], [1.3, 0.5, 0.1], [0.2, -0.6, -0.2], [0.0, 0.0, 0.1], [0.4, 0.0, 0.1], [-1.4, 0.5, -0.2], [-0.4, -0.4, -0.4], [0.0, 0.0, 0.4], [0.1, -0.1, -0.3], [0.1, 0.0, 0.2], [0.6, 0.3, 0.5], [-0.8, -0.2, -0.4], [0.2, -0.2, -0.1], [-0.1, -0.1, -0.2], [0.1, 0.5, 0.0], [-0.2, -0.1, 0.1], [0.6, 0.1, -0.2], [0.0, 0.1, 0.1], [0.0, 0.2, 0.1], [-0.1, 0.3, -0.1], [-0.3, 0.3, 0.0], [0.4, -0.4, -0.4], [-1.4, -0.5, -0.8], [0.7, 0.2, -0.3], [0.0, 0.0, 0.0], [0.1, 0.0, 0.0], [0.0, 0.1, 0.0], [0.0, -0.1, 0.0], [-0.2, 0.1, -0.2], [-0.2, -0.4, -0.3], [-0.1, 0.0, 0.0], [0.1, 0.0, 0.1], [0.0, 0.1, 0.0], [0.2, 0.0, 0.3], [0.1, -0.1, 0.0], [0.3, 0.3, 0.0], [-0.1, 0.1, 0.0], [0.0, -0.1, 0.1], [0.0, -0.1, 0.1], [-0.1, 0.0, 0.0], [0.1, 0.1, 0.0], [0.1, 0.1, 0.1], [-0.2, 0.1, 0.1], [0.1, 0.0, 0.0], [0.0, 0.0, -0.1], [0.0, 0.0, 0.1], [-0.1, 0.0, -0.1], [0.0, 0.0, -0.1], [-0.4, 0.4, -0.2], [0.0, 0.1, -0.2], [0.0, 0.2, 0.1], [-0.2, 0.1, 0.0], [0.0, -0.3, 0.6]],
  "mulliken_charge": [1.04, -0.17, -0.34, -0.73, -0.36, -0.95, 0.75, -0.44, -0.75, -0.34, -0.43, 0.75, -0.92, -0.95, -1.01, 0.12, 1.03, -1.16, -1.53, -1.28, -0.79, 0.78, -1.33, -1.52, 1.20, 1.21, -0.42, 0.31, -0.08, 0.29, -0.13, 0.11, -0.21, 0.23, 0.15, 0.26, 0.22, 0.42, 0.65, -0.06, 0.39, 0.22, 0.51, 0.30, 0.49, 0.30, 0.37, 0.41, 0.40, 0.48, 0.46, 0.46, 0.34, 0.58, 0.21, 0.28, 0.39, 0.34, -0.02, 0.55, 0.61, 0.34, -0.03],
  "multiplicity": 5,
  "de_lowest_kj_mol": 49.9,
  "mol_weight_g_mol": 658.6,
  "total_charge": 2,
  "homo_lumo_gap_ev": [7.5, 4.3]
}